[1]
# C15H29Br15O14S4

A molecular structure, C15H29Br15O14S4 (ωB97M-V/def2-TZVPD, the Open Molecules 2025 dataset).

Highest occupied orbital energy (alpha / beta): -0.441 / -0.441 hartree
Gap between HOMO and LUMO (alpha / beta): 7.49 / 2.42 eV
Net charge: +1
Spin multiplicity: 2

Structure (XYZ):
```
77
Properties=species:S:1:pos:R:3:lowdin_spin:R:1
O -2.7889 -0.1526 0.2213 0.0000
S -3.3667 -1.4167 -0.1353 0.0000
O -2.7702 -2.7131 0.0069 0.0000
O -4.8899 -1.5438 0.5209 0.0000
C -5.5892 -0.3844 0.6632 0.0000
C -7.0806 -0.5521 1.1382 0.0000
C -3.9243 -1.2565 -1.8746 0.0000
H -5.5522 0.1790 -0.2692 0.0000
H -5.1033 0.4328 1.1962 0.0000
H -7.0514 -1.1183 2.0692 0.0000
H -7.6547 -1.2712 0.5539 0.0000
H -7.5121 0.3951 1.4620 0.0000
H -3.1803 -1.5281 -2.6234 0.0000
H -3.9504 -0.1764 -2.0186 0.0000
H -4.8669 -1.8024 -1.8360 0.0000
O 0.4423 1.4340 6.5249 0.0001
S -0.0853 1.3869 5.1317 0.0001
O 0.3391 2.3195 4.1077 0.0004
O 0.1288 -0.1516 4.5970 0.0001
C 0.1931 -0.3506 3.1721 0.0000
C 1.2588 -1.4491 2.8964 0.0000
C -1.8951 1.3027 5.1798 0.0000
H 0.8041 0.4526 2.7604 0.0000
H -0.7259 -0.4486 2.5943 0.0000
H 1.2038 -2.2547 3.6286 0.0000
H 2.2270 -1.0188 3.1522 0.0000
H 1.1335 -1.8895 1.9072 0.0000
H -2.2947 1.4638 4.1786 0.0000
H -2.4463 2.1172 5.6497 0.0000
H -2.3334 0.3460 5.4642 0.0000
C 5.7501 -1.6808 2.3107 0.0008
Br 5.5804 -0.9442 0.4616 0.0244
Br 7.5833 -1.9367 3.0634 0.0002
Br 4.8771 -3.3475 2.5368 0.0015
H 5.1887 -0.9956 2.9459 0.0004
C -1.3255 3.5233 0.6022 -0.0001
Br 0.4585 4.2260 1.2322 0.0023
Br -1.6993 4.3417 -1.1634 0.0005
Br -2.6139 3.7748 2.0943 0.0004
H -1.1801 2.4838 0.3084 0.0000
C 4.4445 2.8351 2.8058 -0.0024
Br 3.2673 1.4685 3.6782 0.0193
Br 4.1414 4.7045 3.3187 0.0304
Br 4.4981 2.6458 0.8771 0.1689
H 5.4833 2.5763 3.0109 -0.0003
C 3.6552 5.0246 -1.9776 -0.0276
Br 5.2044 5.9984 -1.0665 0.5154
Br 4.4323 3.4775 -2.9794 0.1205
Br 2.7971 6.2862 -3.3015 0.1422
H 3.0350 4.6097 -1.1831 -0.0018
C 4.2041 -0.9300 -4.2641 0.0000
Br 4.0789 -2.4614 -3.0767 0.0008
Br 3.3701 -1.4606 -5.9467 0.0003
Br 6.0843 -0.2632 -4.2618 0.0001
H 3.6829 -0.1453 -3.7157 0.0000
C 1.9819 0.1801 -0.4109 0.0007
C 0.5135 -0.2978 -0.6978 0.0001
O -0.0426 0.7543 -1.3103 0.0000
S 1.0899 1.5466 -2.2304 0.0003
O 1.0972 3.0003 -1.8353 0.0009
O 0.8637 1.1762 -3.6144 0.0001
O 2.3224 0.7685 -1.6218 0.0004
H 2.6652 -0.6255 -0.1422 -0.0001
H 2.0912 0.9835 0.3176 0.0007
H -0.0267 -0.6062 0.1973 0.0000
H 0.3814 -1.1898 -1.3102 0.0001
C -2.2426 -4.1929 -3.0614 0.0000
C -2.7405 -4.1004 -4.4884 0.0000
O -2.2722 -2.9079 -4.9871 0.0000
S -0.7054 -2.5504 -4.3380 0.0000
O -0.4490 -1.1245 -4.1021 0.0000
O 0.1737 -3.5324 -4.9611 0.0000
O -1.1198 -3.2743 -2.9286 0.0000
H -1.9841 -5.2445 -2.9375 0.0000
H -3.0570 -3.9606 -2.3753 0.0000
H -3.8249 -4.0215 -4.4116 0.0000
H -2.3821 -4.9432 -5.0794 0.0000
```



[2]
# C15H29BrClN2O3

2 unconnected molecules or ions with the total composition C15H29BrClN2O3 (ωB97M-V/def2-TZVPD, the Open Molecules 2025 dataset).

Highest occupied orbital energy: -0.425 hartree
Gap between HOMO and LUMO: 6.77 eV
Net charge: +1

Structure (XYZ):
```
51
Properties=species:S:1:pos:R:3:nbo_charge:R:1
C -2.9778 -3.8355 -0.3925 -0.6388
C -2.9900 -2.8649 -1.5702 -0.2225
Br -4.2032 -3.6591 -2.8849 0.0232
C -1.5684 -2.7373 -2.1167 -0.4834
C -1.1496 -1.3443 -2.5774 -0.0214
Cl -2.4548 -0.8123 -3.7457 0.0016
C 0.1241 -1.2756 -3.3470 0.2691
N 0.6246 -0.1299 -3.2721 -0.3788
C -0.2212 0.7866 -2.4908 -0.2449
C -1.0265 -0.1771 -1.5671 -0.2434
C -0.1109 -0.3707 -0.3538 -0.5242
C -0.7384 -1.0773 0.8426 0.6932
O -0.4609 -2.2183 1.0091 -0.5946
N -1.5292 -0.3860 1.7251 -0.4286
C -2.4098 -1.2790 2.5212 -0.4166
C -2.3514 0.6709 1.1075 -0.4102
H -2.2513 -3.5506 0.3559 0.2335
H -2.6983 -4.8066 -0.7863 0.2232
H -3.9792 -3.9147 0.0071 0.2308
H -3.3588 -1.9006 -1.2495 0.2089
H -1.4331 -3.4298 -2.9385 0.2449
H -0.8784 -3.0404 -1.3299 0.2585
H 0.5808 -2.0840 -3.8902 0.2591
H 1.4964 0.1793 -3.6901 0.4552
H 0.3126 1.5509 -1.9537 0.2491
H -0.8583 1.2731 -3.2223 0.2493
H -1.9508 0.3515 -1.4310 0.2688
H 0.7824 -0.8957 -0.6548 0.2344
H 0.2146 0.6111 -0.0185 0.2589
H -3.3408 -0.7554 2.6787 0.2034
H -2.6514 -2.2020 2.0211 0.2121
H -1.9751 -1.4234 3.5007 0.2259
H -3.0600 0.2237 0.4104 0.1735
H -2.8733 1.2568 1.8449 0.2290
H -1.7501 1.3534 0.5202 0.1939
C 2.8446 0.7560 1.3085 -0.2592
O 2.1407 1.9660 1.0667 -0.5752
C 2.0072 2.7736 2.2358 -0.0902
C 3.0272 3.8915 2.2717 -0.0903
O 4.3484 3.3908 2.3922 -0.5460
C 5.0574 3.3642 1.1646 -0.2549
H 3.1347 0.3428 0.3414 0.1748
H 3.7434 0.9178 1.9041 0.2020
H 2.1885 0.0413 1.8187 0.1706
H 2.0778 2.1586 3.1368 0.1844
H 1.0054 3.2134 2.2071 0.1827
H 2.8337 4.5089 3.1533 0.1961
H 2.9342 4.5284 1.3865 0.1742
H 5.3929 4.3719 0.9002 0.1764
H 4.4485 2.9596 0.3522 0.1658
H 5.9311 2.7286 1.2990 0.1964
```



[3]
# C15H29ClO11S2

3 unconnected molecules or ions with the total composition C15H29ClO11S2 (ωB97M-V/def2-TZVPD, the Open Molecules 2025 dataset).

Highest occupied orbital energy: -0.384 hartree
Gap between HOMO and LUMO: 10.88 eV
SMILES string: O=C(O)CC[C@@H]1OC(=O)O[C@H]1CCCCl.CCOS(C)(=O)=O.CCOS(C)(=O)=O
Net charge: 0

Structure (XYZ):
```
58
Properties=species:S:1:pos:R:3:nbo_charge:R:1
O 4.2548 -0.4251 4.2959 -0.5322
C 3.1920 0.0657 4.0387 0.7961
O 2.9330 0.6306 2.8215 -0.7353
C 2.0999 0.1934 5.0927 -0.5233
C 0.7382 0.6956 4.5769 -0.4413
C -0.0592 -0.4395 3.9221 0.0474
O 0.2457 -0.5740 2.5290 -0.5362
C -0.4403 0.4940 1.9685 0.9706
O -0.0624 1.0955 1.0161 -0.5544
O -1.5531 0.7331 2.6824 -0.4909
C -1.5559 -0.1911 3.8155 0.0912
C -2.3983 -1.4036 3.3656 -0.4268
C -2.2101 -2.6781 4.1970 -0.4326
C -1.0821 -3.5737 3.6911 -0.3620
Cl -0.5296 -4.6854 4.9811 -0.0728
H 2.4422 0.0216 2.2477 0.5144
H 2.0091 -0.7874 5.5655 0.2324
H 2.5013 0.8814 5.8421 0.2511
H 0.1761 1.0901 5.4256 0.2230
H 0.9460 1.5018 3.8720 0.2453
H 0.1351 -1.3394 4.5078 0.2089
H -2.0275 0.2491 4.6916 0.2088
H -2.2549 -1.5981 2.3012 0.2230
H -3.4379 -1.0790 3.4774 0.2248
H -2.0686 -2.4371 5.2551 0.2144
H -3.1309 -3.2650 4.1357 0.2251
H -1.4137 -4.1749 2.8438 0.2211
H -0.1978 -3.0297 3.3699 0.2107
O 2.4800 5.1199 -2.2844 -0.9419
S 1.1553 5.1163 -2.8267 2.3902
O 0.0404 5.4129 -1.9813 -0.9378
O 0.9110 3.7444 -3.5810 -0.7305
C 1.1554 2.5120 -2.8500 -0.0769
C 0.0850 2.1919 -1.8333 -0.6379
C 1.0892 6.1602 -4.2425 -0.8870
H 2.1435 2.5627 -2.3903 0.1978
H 1.1883 1.7432 -3.6193 0.1987
H 0.0684 2.9191 -1.0249 0.2285
H 0.2684 1.2115 -1.4088 0.2436
H -0.8987 2.1974 -2.3063 0.2018
H 1.9251 5.9244 -4.8946 0.2488
H 1.1628 7.1833 -3.8806 0.2512
H 0.1388 6.0054 -4.7453 0.2498
O -0.1582 -0.7421 -3.0596 -0.9476
S -1.1514 -1.7241 -3.3724 2.3898
O -1.3566 -2.8292 -2.4875 -0.9378
O -0.8934 -2.2595 -4.8452 -0.7235
C 0.4287 -2.7600 -5.1548 -0.0762
C 0.6986 -4.1255 -4.5584 -0.6419
C -2.6922 -0.9368 -3.6830 -0.8876
H 1.1710 -2.0266 -4.8367 0.1998
H 0.4522 -2.8058 -6.2414 0.1967
H 0.7298 -4.0881 -3.4710 0.2292
H 1.6595 -4.4959 -4.9161 0.2195
H -0.0820 -4.8299 -4.8450 0.2175
H -2.5343 -0.1101 -4.3697 0.2534
H -3.0550 -0.5731 -2.7241 0.2558
H -3.3810 -1.6689 -4.0953 0.2540
```



[4]
# C15H29FN6O12

6 unconnected molecules or ions with the total composition C15H29FN6O12 (ωB97M-V/def2-TZVPD, the Open Molecules 2025 dataset).

Highest occupied orbital energy: -0.314 hartree
Gap between HOMO and LUMO: 8.29 eV
SMILES string: FCOCCNCOc1ccccc1.C[N+](=O)[O-].C[N+](=O)[O-].C[N+](=O)[O-].C[N+](=O)[O-].C[N+](=O)[O-]
Net charge: 0

Structure (XYZ):
```
63
Properties=species:S:1:pos:R:3:nbo_charge:R:1
F 1.3650 -3.7500 2.7044 -0.3735
C 1.5389 -3.5409 1.3571 0.3266
O 2.6346 -2.7443 1.1275 -0.5242
C 2.3775 -1.3584 1.3508 -0.0893
C 1.8982 -0.7053 0.0524 -0.2532
N 1.7036 0.7325 0.1237 -0.6404
C 0.4329 1.1035 0.6889 0.0950
O -0.5988 0.8127 -0.2524 -0.5235
C -1.5906 -0.0177 0.2057 0.2794
C -2.4157 0.3047 1.2755 -0.2718
C -3.4274 -0.5689 1.6624 -0.2024
C -3.6382 -1.7745 0.9939 -0.2219
C -2.7959 -2.1135 -0.0601 -0.2272
C -1.7866 -1.2368 -0.4426 -0.2382
H 0.6246 -3.1087 0.9453 0.1343
H 1.7279 -4.4955 0.8732 0.1523
H 3.3139 -0.9006 1.6519 0.1864
H 1.6364 -1.2117 2.1380 0.1734
H 0.9858 -1.2005 -0.2682 0.1976
H 2.6348 -0.9223 -0.7206 0.2012
H 2.4666 1.1988 0.6048 0.3814
H 0.2180 0.6361 1.6554 0.1458
H 0.4564 2.1847 0.8293 0.1723
H -2.2807 1.2328 1.8138 0.2147
H -4.0908 -0.3336 2.4832 0.2351
H -4.4361 -2.4426 1.2772 0.2119
H -2.9091 -3.0368 -0.6099 0.2127
H -1.1298 -1.5034 -1.2610 0.2180
C -6.5992 -0.4855 5.8904 -0.4841
N -5.6060 -0.5804 4.7855 0.5365
O -4.5696 -1.1670 5.0038 -0.3604
O -5.9109 -0.0566 3.7317 -0.3835
H -6.1942 -0.9926 6.7578 0.2315
H -6.7631 0.5691 6.0889 0.2358
H -7.5132 -0.9592 5.5459 0.2366
C 6.1320 1.9923 2.3655 -0.4834
N 4.7729 2.0065 1.7633 0.5420
O 3.9812 2.8391 2.1570 -0.3863
O 4.5335 1.1787 0.9076 -0.3816
H 6.1866 2.7862 3.0998 0.2417
H 6.2741 1.0176 2.8232 0.2376
H 6.8446 2.1535 1.5626 0.2449
C -3.0654 -2.2622 -3.9936 -0.4963
N -2.3985 -3.5330 -3.6071 0.5359
O -3.0629 -4.5479 -3.5897 -0.3759
O -1.2171 -3.4690 -3.3281 -0.3943
H -4.1069 -2.4691 -4.2089 0.2275
H -2.9680 -1.5812 -3.1515 0.2397
H -2.5539 -1.8699 -4.8703 0.2573
C 4.6449 6.0832 1.0837 -0.4872
N 6.1253 6.0005 0.9489 0.5372
O 6.6516 6.6380 0.0651 -0.3596
O 6.7113 5.2888 1.7423 -0.4027
H 4.2674 6.7456 0.3143 0.2308
H 4.2527 5.0773 0.9667 0.2448
H 4.4286 6.4671 2.0758 0.2361
C -0.5415 -0.4485 -8.0020 -0.4854
N -1.9673 -0.7617 -7.7095 0.5414
O -2.3282 -0.7192 -6.5477 -0.3998
O -2.6745 -1.0391 -8.6494 -0.3592
H -0.0418 -0.2226 -7.0678 0.2348
H -0.1104 -1.3227 -8.4799 0.2381
H -0.5295 0.4041 -8.6738 0.2369
```



Number 1: strongest force on any atom 4.51 eV/A. Number 2: strongest force on any atom 2.89 eV/A. Number 3: strongest force on any atom 1.24 eV/A. Number 4: strongest force on any atom 0.88 eV/A.